Entry 1:
# C3H10OP2

The molecule C3H10OP2 in a non-equilibrium geometry (wB97M-V/def2-TZVPD, the Open Molecules 2025 dataset).

Output
ΔE to the lowest compared entry with this formula, charge and spin, kJ/mol: 18.4
Structure (SMILES): CC[P@@](C)(=O)P
Frontier orbital gap, eV: 10.32
DFT total energy, eV: -23897.8393

The geometry in XYZ format:
```
16
Properties=species:S:1:pos:R:3:forces:R:3
C 0.71347 -0.18264 -1.88642 -1.65 -3.91 0.73
C -0.23768 -0.79586 -0.73281 0.06 1.37 -1.59
P -0.54556 0.66310 0.39705 -0.45 0.13 -2.07
C 1.05057 0.85181 1.10277 0.54 0.66 1.95
O -1.04126 1.94584 -0.26023 0.35 -2.05 0.94
P -1.71386 -0.11477 2.06333 0.04 -0.91 -0.12
H 1.63614 -0.31458 -1.33011 0.68 1.29 -1.05
H 0.66067 -0.82819 -2.82152 0.38 0.55 1.32
H 0.17957 0.68666 -2.12110 0.58 2.09 -0.36
H 0.27811 -1.59884 -0.26083 0.45 -0.45 0.88
H -1.10208 -1.25733 -1.17894 -0.77 0.24 0.01
H 0.81135 1.58049 1.92142 0.79 -0.08 -0.76
H 1.37279 -0.03560 1.65960 -0.03 -0.11 -0.35
H 1.83570 1.18362 0.41826 -0.30 0.17 0.21
H -1.14535 -1.48741 1.91738 -0.59 1.23 0.02
H -2.75256 -0.29629 1.11214 -0.08 -0.23 0.26
```
Forces are in eV/Å.

Partial charges, natural (NBO), in e: C -0.633; C -0.752; P 1.651; C -1.056; O -1.075; P -0.042; H 0.217; H 0.215; H 0.240; H 0.217; H 0.231; H 0.255; H 0.243; H 0.263; H 0.010; H 0.017

---

Entry 2:
# C3H10OS

A cluster of 2 separate species, C3H10OS in total in a non-equilibrium geometry (wB97M-V/def2-TZVPD, the Open Molecules 2025 dataset).

Output
ΔE to the lowest compared entry with this formula, charge and spin, kJ/mol: 77.1
Structure (SMILES): CSC.CO
Frontier orbital gap, eV: 9.61
DFT total energy, eV: -16155.0663

The geometry in XYZ format:
```
15
Properties=species:S:1:pos:R:3:forces:R:3
C -1.08920 1.22206 -2.06308 -0.32 0.63 -0.30
S 0.13480 0.07787 -1.43662 -0.15 0.28 0.51
C 1.13278 1.22344 -0.43743 1.11 -0.60 -0.53
H -1.85729 0.64296 -2.57776 -0.01 0.07 0.19
H -0.72151 1.97276 -2.76090 0.46 -0.29 -0.31
H -1.51953 1.84053 -1.27803 -0.28 -0.44 0.33
H 1.61004 0.67259 0.38044 -0.20 0.02 -0.12
H 1.94554 1.53976 -1.09144 0.06 0.28 0.18
H 0.65394 2.10231 -0.03746 -0.62 0.05 0.03
C -0.17480 -2.22615 1.81470 0.05 0.19 0.41
O 0.13842 -1.05783 2.56637 0.08 0.16 0.03
H -0.33664 -1.97436 0.77489 -0.09 -0.14 -0.29
H 0.60781 -2.97610 1.91853 0.18 -0.05 -0.14
H -1.07878 -2.64282 2.24517 -0.21 -0.06 -0.07
H 0.55443 -0.41701 1.98263 -0.06 -0.11 0.05
```
Forces are in eV/Å.

Partial charges, natural (NBO), in e: C -0.753; S 0.191; C -0.748; H 0.233; H 0.210; H 0.215; H 0.213; H 0.219; H 0.224; C -0.251; O -0.727; H 0.178; H 0.159; H 0.175; H 0.462

---

Entry 3:
# C3H10OS

A cluster of 2 separate species, C3H10OS in total in a non-equilibrium geometry (wB97M-V/def2-TZVPD, the Open Molecules 2025 dataset).

Output
ΔE to the lowest compared entry with this formula, charge and spin, kJ/mol: 60.7
Structure (SMILES): CCS.CO
Frontier orbital gap, eV: 9.45
DFT total energy, eV: -16155.2362

The geometry in XYZ format:
```
15
Properties=species:S:1:pos:R:3:forces:R:3
C 2.62647 0.54914 0.32947 -0.19 -0.39 0.38
C 1.32728 -0.01538 -0.22402 0.21 -0.89 -0.41
S 1.23966 -1.79101 0.29954 0.05 0.42 -0.03
H 2.63610 0.39602 1.40795 0.07 0.10 0.11
H 3.46275 -0.02531 -0.07302 0.04 0.13 -0.05
H 2.79271 1.60408 0.14347 -0.14 0.15 -0.24
H 1.33702 -0.04091 -1.31442 -0.01 0.26 0.04
H 0.40651 0.45193 0.10337 0.11 0.32 0.23
H -0.04735 -1.94126 -0.01983 -0.15 -0.09 0.01
C -2.54946 0.49034 -0.19641 0.32 -0.38 0.44
O -2.31538 -0.89551 0.07159 0.11 0.17 -0.16
H -2.10563 1.08027 0.60729 -0.08 0.09 0.02
H -3.60699 0.71490 -0.25756 -0.20 0.10 -0.10
H -2.05491 0.75308 -1.12306 0.00 0.07 -0.27
H -3.14876 -1.33038 0.24562 -0.13 -0.06 0.05
```
Forces are in eV/Å.

Partial charges, natural (NBO), in e: C -0.625; C -0.483; S -0.093; H 0.212; H 0.212; H 0.215; H 0.204; H 0.209; H 0.146; C -0.250; O -0.737; H 0.170; H 0.173; H 0.175; H 0.473

---

Entry 4:
# C3H10OS

A cluster of 2 separate species, C3H10OS in total in a non-equilibrium geometry (wB97M-V/def2-TZVPD, the Open Molecules 2025 dataset).

Output
ΔE to the lowest compared entry with this formula, charge and spin, kJ/mol: 63.9
Structure (SMILES): CCO.CS
Frontier orbital gap, eV: 9.69
DFT total energy, eV: -16155.2039

The geometry in XYZ format:
```
15
Properties=species:S:1:pos:R:3:forces:R:3
C -0.32281 1.12841 -2.66870 -0.42 0.06 -0.05
C 0.20169 0.43782 -1.41892 -1.18 0.10 0.35
O -0.33677 0.95979 -0.19440 0.02 -0.56 -0.08
H -0.37731 0.44203 -3.51568 0.74 0.07 -0.11
H -1.37623 1.41432 -2.60231 0.08 0.15 0.58
H 0.26598 2.02051 -2.87740 -0.05 -0.03 -0.36
H 1.28965 0.46820 -1.38460 0.08 -0.28 -0.06
H -0.20293 -0.57337 -1.39637 0.56 -0.24 -0.15
H -0.28723 1.90682 -0.16305 0.19 0.70 -0.13
C -0.14550 -1.43068 2.37198 0.31 -0.76 -1.16
S 1.20020 -0.57794 3.16089 0.32 0.20 0.76
H -1.09496 -1.37167 2.88625 -0.07 0.00 0.07
H -0.21869 -1.02912 1.36133 -0.28 0.49 0.20
H 0.17407 -2.45280 2.16052 -0.35 -0.17 0.46
H 1.23082 -1.34233 4.28045 0.06 0.27 -0.33
```
Forces are in eV/Å.

Partial charges, natural (NBO), in e: C -0.650; C -0.065; O -0.733; H 0.221; H 0.217; H 0.204; H 0.166; H 0.176; H 0.465; C -0.755; S -0.032; H 0.217; H 0.244; H 0.212; H 0.112

---

Entry 5:
# C3H10OS

A cluster of 2 separate species, C3H10OS in total in a non-equilibrium geometry (wB97M-V/def2-TZVPD, the Open Molecules 2025 dataset).

Output
ΔE to the lowest compared entry with this formula, charge and spin, kJ/mol: 127.2
Structure (SMILES): CSC.CO
Frontier orbital gap, eV: 9.46
DFT total energy, eV: -16154.5474

The geometry in XYZ format:
```
15
Properties=species:S:1:pos:R:3:forces:R:3
C 0.91608 -1.13548 -1.15734 1.51 -0.92 0.31
S 0.53343 0.31106 -2.12096 -0.28 0.18 0.52
C -1.30612 0.14182 -2.09290 1.21 -1.09 -0.48
H 0.45296 -1.14565 -0.17732 -0.70 -0.27 -0.23
H 1.96302 -1.27612 -0.87884 0.44 1.13 -0.15
H 0.87979 -2.04217 -1.75636 -1.20 -0.24 0.10
H -1.75759 0.98707 -1.59057 -0.29 0.12 -0.50
H -1.49353 -0.09936 -3.13732 -0.88 0.93 -0.03
H -1.58889 -0.79287 -1.60930 0.20 0.16 0.46
C -0.02578 0.56740 2.31252 -0.08 1.09 1.55
O 0.91065 1.32693 3.09684 0.22 -0.14 -0.12
H -0.84434 0.34698 2.99677 -0.06 -0.20 0.03
H -0.43897 1.28134 1.60652 -0.02 -0.73 -0.91
H 0.40601 -0.38278 2.00736 -0.02 0.19 -0.69
H 1.39330 1.91182 2.50089 -0.04 -0.20 0.14
```
Forces are in eV/Å.

Partial charges, natural (NBO), in e: C -0.785; S 0.169; C -0.736; H 0.217; H 0.237; H 0.218; H 0.227; H 0.230; H 0.222; C -0.258; O -0.730; H 0.178; H 0.178; H 0.169; H 0.463

---

Entry 6:
# C3H10OS2

A cluster of 2 separate species, C3H10OS2 in total in a non-equilibrium geometry (wB97M-V/def2-TZVPD, the Open Molecules 2025 dataset).

Output
ΔE to the lowest compared entry with this formula, charge and spin, kJ/mol: 99.5
Structure (SMILES): CCSSC.O
Frontier orbital gap, eV: 8.65
DFT total energy, eV: -26990.2592

The geometry in XYZ format:
```
16
Properties=species:S:1:pos:R:3:forces:R:3
C -2.64690 -0.18137 0.03636 -0.44 0.10 0.93
C -1.23196 0.31716 0.34745 -0.19 0.62 0.34
S -0.37452 0.92987 -1.14169 0.20 -3.15 -0.21
S 0.00909 -1.34807 -1.63283 -0.37 2.54 -0.10
C 1.56632 -1.26286 -0.76341 0.42 -0.88 -0.11
H -2.77219 -1.26764 -0.02895 0.41 0.24 -0.34
H -3.03190 0.31859 -0.84882 0.00 -0.19 -0.13
H -3.30936 0.11417 0.86347 0.11 -0.02 -0.14
H -1.27716 1.14431 1.06534 -0.07 0.16 -0.28
H -0.58765 -0.41112 0.84520 -0.19 -0.11 -0.19
H 2.25475 -0.71547 -1.39741 0.12 0.60 0.56
H 1.37725 -0.92964 0.25759 0.44 0.41 -0.19
H 2.03629 -2.24393 -0.67423 -0.37 -0.31 -0.07
O 2.76342 1.94279 1.44371 -0.33 -0.37 -1.26
H 3.12054 2.23510 0.59170 0.54 0.51 0.44
H 2.10398 1.35808 1.03650 -0.27 -0.14 0.76
```
Forces are in eV/Å.

Partial charges, natural (NBO), in e: C -0.635; C -0.536; S 0.076; S 0.102; C -0.769; H 0.223; H 0.222; H 0.211; H 0.221; H 0.214; H 0.228; H 0.212; H 0.232; O -0.924; H 0.462; H 0.462

---

Entry 7:
# C3H10OS2

A cluster of 2 separate species, C3H10OS2 in total in a non-equilibrium geometry (wB97M-V/def2-TZVPD, the Open Molecules 2025 dataset).

Output
ΔE to the lowest compared entry with this formula, charge and spin, kJ/mol: 190.5
Structure (SMILES): CCSSC.O
Frontier orbital gap, eV: 9.30
DFT total energy, eV: -26989.3158

The geometry in XYZ format:
```
16
Properties=species:S:1:pos:R:3:forces:R:3
C 1.24498 -2.21554 -1.66888 -2.19 -2.12 0.58
C 1.14314 -2.15814 -0.14447 -2.92 -3.42 0.46
S 1.07391 -0.58975 0.69947 2.37 1.07 -1.10
S -0.43736 -0.24410 1.87075 -2.04 1.10 1.00
C -1.51689 1.13766 1.13471 -1.39 -0.91 0.31
H 2.00369 -2.84842 -2.01260 1.74 -0.41 -0.43
H 1.17867 -1.32053 -2.17406 0.28 2.10 -0.99
H 0.34397 -2.81626 -1.99125 0.76 0.88 -0.06
H 0.07444 -2.76748 -0.11876 2.69 1.62 1.48
H 1.94057 -2.76589 0.40497 -1.17 0.76 -0.92
H -2.42306 0.56814 0.78044 0.52 1.00 0.72
H -1.75822 2.00663 1.84081 0.36 -1.75 -0.48
H -1.15106 1.59265 0.24064 0.96 0.00 -0.58
O -0.64092 4.43066 0.30635 -2.61 2.24 -0.29
H 0.24112 4.17716 0.25482 1.85 -1.57 0.20
H -1.31699 3.81321 0.57707 0.78 -0.61 0.08
```
Forces are in eV/Å.

Partial charges, natural (NBO), in e: C -0.612; C -0.596; S 0.100; S 0.080; C -0.752; H 0.217; H 0.218; H 0.199; H 0.241; H 0.232; H 0.224; H 0.224; H 0.223; O -0.963; H 0.483; H 0.482

---

Entry 8:
# C3H10OS2

A cluster of 2 separate species, C3H10OS2 in total in a non-equilibrium geometry (wB97M-V/def2-TZVPD, the Open Molecules 2025 dataset).

Output
ΔE to the lowest compared entry with this formula, charge and spin, kJ/mol: 126.9
Structure (SMILES): CCCSS.O
Frontier orbital gap, eV: 9.35
DFT total energy, eV: -26989.9744

The geometry in XYZ format:
```
16
Properties=species:S:1:pos:R:3:forces:R:3
C 0.05959 0.83357 -2.89222 0.30 -1.08 -1.80
C -0.72784 -0.08604 -1.91298 -0.16 0.38 -0.27
C 0.25572 -0.56943 -0.79881 -2.02 3.58 0.58
S -0.79569 -1.64460 0.22221 2.23 0.34 1.81
S 0.26321 -1.29634 2.09418 -0.51 -0.21 -0.23
H -0.57973 1.11383 -3.76405 0.28 0.29 0.87
H 0.68385 1.70820 -2.55156 -1.19 -0.87 0.29
H 0.79236 0.17391 -3.40365 -0.06 0.29 0.31
H -1.19621 -1.00749 -2.42254 0.86 1.46 0.31
H -1.60838 0.50219 -1.51794 1.04 -0.76 0.07
H 0.61594 0.46354 -0.27585 -0.82 -2.80 -0.69
H 1.09312 -1.05469 -1.21887 0.89 -0.70 -0.34
H 1.31405 -2.16592 2.32629 -0.83 0.07 -0.90
O -0.07444 1.36591 5.26036 1.60 -1.38 0.37
H 0.79435 0.80930 5.37571 -3.11 1.24 -0.19
H -0.88989 0.85407 5.47972 1.51 0.14 -0.19
```
Forces are in eV/Å.

Partial charges, natural (NBO), in e: C -0.629; C -0.421; C -0.533; S 0.137; S -0.190; H 0.218; H 0.222; H 0.200; H 0.207; H 0.214; H 0.231; H 0.210; H 0.134; O -0.963; H 0.482; H 0.481